No. 1
Computed, not measured: C19H21ClF3N3O3S2 in the gas phase, with ωB97M-V with the def2-TZVPD basis set.

```
52
Properties=species:S:1:pos:R:3:nbo_charge:R:1
C -0.681 0.813 -4.189 -0.616
C -0.355 1.955 -3.230 -0.221
N 0.814 1.673 -2.428 -0.712
C 2.132 1.932 -2.966 -0.215
C 2.491 3.414 -3.021 -0.629
S 0.702 1.637 -0.780 2.333
O 1.709 2.461 -0.179 -0.933
O -0.666 1.862 -0.390 -0.966
C 1.040 -0.072 -0.350 -0.230
C 1.154 -1.086 -1.278 -0.230
C 1.250 -2.394 -0.829 -0.192
C 1.189 -2.702 0.523 -0.045
C 1.231 -4.126 0.991 -0.641
C 1.061 -1.657 1.448 0.231
N 0.852 -1.963 2.801 -0.633
C 0.957 -1.070 3.831 0.679
O 1.704 -0.124 3.832 -0.574
C 0.004 -1.350 4.986 -0.616
S -1.124 0.088 5.075 0.324
C -1.746 0.100 3.441 0.033
N -1.679 -1.019 2.736 -0.473
C -2.080 -1.012 1.479 0.077
C -2.579 0.123 0.857 -0.182
C -2.990 0.039 -0.580 0.983
F -2.033 -0.502 -1.355 -0.328
F -3.338 1.200 -1.126 -0.312
F -4.061 -0.778 -0.732 -0.332
C -2.696 1.300 1.592 -0.119
C -2.284 1.284 2.910 -0.100
Cl -2.391 2.677 3.897 0.056
C 1.013 -0.343 1.001 -0.265
H -1.570 1.065 -4.761 0.217
H 0.139 0.642 -4.883 0.198
H -0.872 -0.100 -3.634 0.215
H -1.178 2.096 -2.529 0.243
H -0.216 2.886 -3.790 0.188
H 2.837 1.416 -2.311 0.216
H 2.189 1.485 -3.963 0.198
H 3.498 3.534 -3.412 0.214
H 1.803 3.960 -3.663 0.200
H 2.446 3.829 -2.019 0.237
H 1.159 -0.856 -2.330 0.229
H 1.351 -3.195 -1.545 0.214
H 1.950 -4.243 1.799 0.228
H 0.252 -4.441 1.357 0.212
H 1.511 -4.786 0.175 0.227
H 0.288 -2.786 2.957 0.406
H 0.530 -1.341 5.940 0.258
H -0.582 -2.258 4.868 0.230
H -1.995 -1.951 0.950 0.207
H -3.068 2.202 1.135 0.254
H 0.928 0.481 1.690 0.258
```

## Properties
SMILES   CCN(CC)S(=O)(=O)c1ccc(C)c(NC(=O)CSc2ncc(C(F)(F)F)cc2Cl)c1
LUMO level   0.0139 Eh



No. 2
Computed, not measured: a molecular structure, C19H21ClN3O4RuS2, with ωB97M-V with the def2-TZVPD basis set.

```
51
Properties=species:S:1:pos:R:3:nbo_charge:R:1
Ru -0.025 -0.069 -0.197 0.637
S 2.199 -1.211 0.246 0.334
C 1.738 -2.880 0.245 -0.225
C 2.758 -3.828 0.405 -0.213
C 2.482 -5.178 0.413 -0.151
C 1.168 -5.621 0.264 -0.161
C 0.145 -4.707 0.110 -0.254
C 0.407 -3.335 0.097 -0.077
S -0.963 -2.281 -0.083 0.327
H 3.767 -3.462 0.518 0.239
H 3.280 -5.892 0.533 0.239
H 0.949 -6.676 0.270 0.238
H -0.878 -5.032 -0.006 0.239
C -3.639 1.335 2.211 -0.427
N -2.413 0.790 1.668 -0.596
C -1.327 0.482 2.391 0.804
N -1.387 0.526 3.732 -0.803
O -0.252 0.123 1.853 -0.659
H -4.303 1.599 1.392 0.236
H -3.444 2.238 2.796 0.208
H -4.144 0.593 2.833 0.204
H -2.271 0.858 0.660 0.427
H -2.240 0.713 4.229 0.412
H -0.564 0.255 4.244 0.427
C 1.754 5.780 -2.694 -0.640
C 0.695 4.868 -3.228 -0.036
C 0.705 4.503 -4.567 -0.229
C -0.294 3.701 -5.094 -0.044
Cl -0.234 3.243 -6.760 0.007
C -1.349 3.261 -4.301 -0.274
C -1.368 3.613 -2.969 -0.174
C -0.346 4.384 -2.420 0.259
O -0.440 4.684 -1.083 -0.503
C 0.535 4.110 -0.241 -0.160
C 0.437 2.581 -0.261 0.761
O 1.463 1.885 -0.228 -0.650
O -0.705 2.059 -0.345 -0.754
H 2.114 6.439 -3.479 0.231
H 2.605 5.205 -2.327 0.224
H 1.365 6.388 -1.879 0.232
H 1.503 4.854 -5.202 0.230
H -2.127 2.647 -4.724 0.228
H -2.161 3.286 -2.316 0.228
H 0.301 4.477 0.763 0.223
H 1.559 4.393 -0.501 0.202
C 0.521 -0.049 -4.651 -0.743
C 0.310 -0.076 -3.246 0.492
N 0.150 -0.146 -2.107 -0.357
H 1.580 -0.213 -4.857 0.278
H 0.221 0.916 -5.062 0.292
H -0.064 -0.839 -5.127 0.275
```

## Properties
LUMO level (alpha / beta)   -0.2283 / -0.2283 Eh
Net charge   +1



No. 3
Computed, not measured: a molecular structure, C19H21KN4O, with ωB97M-V with the def2-TZVPD basis set.

```
46
Properties=species:S:1:pos:R:3:nbo_charge:R:1
K 0.880 -0.116 1.451 0.928
C -2.036 1.194 -0.042 -0.247
N -1.114 0.125 -0.539 -0.446
C -0.265 0.594 -1.682 -0.270
C 1.031 -0.142 -1.820 0.188
C 1.156 -1.184 -2.737 -0.240
C 2.302 -1.984 -2.709 -0.161
C 3.333 -1.554 -1.918 -0.261
C 3.259 -0.408 -1.163 0.046
N 2.072 0.268 -1.049 -0.442
C -1.820 -1.163 -0.875 -0.264
C -1.234 -2.433 -0.257 0.220
C -1.591 -3.654 -0.898 -0.251
C -1.076 -4.848 -0.428 -0.163
C -0.220 -4.824 0.669 -0.263
C -0.057 -3.603 1.319 0.042
N -0.589 -2.448 0.921 -0.467
C -1.511 2.564 0.269 0.168
C -2.067 3.649 -0.406 -0.247
C -1.606 4.954 -0.121 -0.162
C -0.715 5.170 0.935 -0.253
C -0.194 4.033 1.543 0.056
N -0.614 2.767 1.257 -0.423
H -2.601 0.750 0.801 0.223
H -2.848 1.382 -0.777 0.170
H 0.041 1.610 -1.464 0.238
H -0.842 0.610 -2.623 0.182
H 0.352 -1.365 -3.430 0.213
H 2.320 -2.898 -3.251 0.221
H 4.200 -2.163 -1.774 0.220
H 4.148 -0.074 -0.617 0.221
H -1.945 -1.331 -1.965 0.199
H -2.878 -1.053 -0.534 0.224
H -2.265 -3.578 -1.755 0.216
H -1.312 -5.751 -0.961 0.222
H 0.229 -5.730 1.107 0.233
H 0.588 -3.450 2.182 0.203
H -2.885 3.472 -1.172 0.216
H -1.896 5.761 -0.732 0.214
H -0.470 6.147 1.330 0.228
H 0.611 4.089 2.248 0.222
C 2.003 1.332 4.358 -0.181
O 2.305 1.062 3.123 -1.026
H 0.903 1.281 4.494 0.078
H 2.294 2.351 4.737 0.078
H 2.623 0.588 4.950 0.097
```

## Properties
LUMO level   0.0034 Eh



No. 4
Computed, not measured: 2 unconnected molecules or ions with the total composition C19H21N2S, with ωB97M-V with the def2-TZVPD basis set.

```
43
Properties=species:S:1:pos:R:3:nbo_charge:R:1
C -1.561 -2.738 0.362 -0.426
C -1.312 -1.264 0.618 -0.227
N 0.003 -0.877 0.175 -0.568
C 0.999 -1.710 0.422 0.344
N 0.812 -3.008 0.730 -0.406
C -0.493 -3.576 0.985 -0.208
C 1.958 -3.854 0.950 -0.209
C 3.179 -3.066 0.520 -0.539
S 2.715 -1.342 0.328 0.301
H -2.531 -3.025 0.768 0.236
H -1.596 -2.898 -0.718 0.217
H -2.060 -0.632 0.132 0.216
H -1.434 -1.087 1.706 0.191
H -0.631 -3.669 2.066 0.201
H -0.474 -4.581 0.565 0.218
H 2.030 -4.150 2.005 0.208
H 1.848 -4.767 0.349 0.219
H 3.995 -3.130 1.249 0.253
H 3.537 -3.397 -0.462 0.237
C -0.008 1.238 -0.138 0.087
C -0.627 2.101 0.816 -0.094
C -0.501 1.769 2.209 -0.156
C -1.042 2.587 3.180 -0.210
C -1.721 3.770 2.821 -0.133
C -1.865 4.110 1.467 -0.218
C -1.300 3.315 0.485 -0.146
C 0.052 1.333 -1.553 -0.091
C 0.993 0.498 -2.250 -0.120
C 1.277 0.712 -3.589 -0.230
C 0.665 1.774 -4.281 -0.124
C -0.331 2.539 -3.646 -0.227
C -0.722 2.244 -2.345 -0.150
H 0.756 0.575 0.308 0.266
H 0.075 0.883 2.486 0.221
H -0.913 2.328 4.238 0.234
H -2.137 4.415 3.590 0.234
H -2.389 5.024 1.172 0.236
H -1.304 3.671 -0.535 0.218
H 1.520 -0.267 -1.678 0.220
H 2.015 0.076 -4.093 0.233
H 0.937 1.975 -5.319 0.235
H -0.801 3.375 -4.175 0.236
H -1.610 2.723 -1.923 0.221
```

## Properties
LUMO level   -0.1647 Eh
Net charge   +1